[1]
A molecular structure, C14H13BrN2O4RuS2, computed with ωB97M-V/def2-TZVPD.

Summary:
- LUMO level (spin up / spin down) (eV) = 2.06 / 2.05
- energy relative to the best compared isomer or geometry (same formula, charge and spin) (eV) = 1.301
- total charge = -1
- 2S+1 = 2
- frontier orbital gap (spin up / spin down) (eV) = 7.632 / 7.481
- expectation value of S² = 0.757

CARTESIAN COORDINATES (ANGSTROEM)
Ru (0.32, 0.55, 1.16)
S (1.65, 2.19, 2.02)
C (2.00, 2.70, 0.41)
S (1.07, 1.73, -0.70)
C (2.87, 3.71, 0.06)
C (3.58, 4.44, 1.05)
N (4.15, 5.04, 1.85)
C (3.10, 4.03, -1.31)
N (3.30, 4.29, -2.41)
C (3.05, -3.07, -0.85)
C (2.42, -1.69, -0.85)
O (1.06, -1.72, -0.44)
H (4.06, -3.03, -1.26)
H (2.45, -3.75, -1.47)
H (3.10, -3.47, 0.16)
H (2.43, -1.25, -1.85)
H (2.99, -1.01, -0.20)
H (1.01, -1.98, 0.50)
Br (-5.73, 0.83, -2.79)
C (-4.16, 0.28, -1.87)
C (-3.26, -0.55, -2.52)
C (-2.12, -0.96, -1.84)
C (-1.90, -0.54, -0.54)
C (-2.80, 0.30, 0.10)
C (-3.96, 0.69, -0.57)
C (-2.62, 0.77, 1.52)
O (-3.58, 0.88, 2.25)
O (-1.41, 1.11, 1.89)
H (-3.44, -0.86, -3.54)
H (-1.41, -1.61, -2.33)
H (-1.01, -0.91, -0.04)
H (-4.67, 1.32, -0.06)
C (-0.55, -1.71, 2.92)
O (0.49, -1.11, 2.19)
H (-0.14, -2.17, 3.82)
H (-1.05, -2.50, 2.33)
H (-1.30, -0.98, 3.22)

=====

[2]
A molecular structure, C56H80FN4O4P2RbS in a non-equilibrium geometry, computed with ωB97M-V/def2-TZVPD.

Summary:
- LUMO level (eV) = 3.51
- energy relative to the best compared isomer or geometry (same formula, charge and spin) (eV) = 1.483
- total charge = -2
- 2S+1 = 1
- frontier orbital gap (eV) = 5.105

CARTESIAN COORDINATES (ANGSTROEM)
Rb (-0.63, -0.43, 0.36)
C (-3.08, 1.26, -2.71)
C (-2.20, 2.50, -2.62)
C (-2.94, 3.72, -3.19)
P (-1.32, 2.55, -0.93)
C (-0.58, 4.29, -1.08)
C (-1.48, 5.43, -0.62)
C (0.74, 4.31, -0.31)
C (-2.56, 2.85, 0.36)
C (-3.89, 3.18, 0.16)
C (-4.78, 3.34, 1.22)
C (-6.20, 3.77, 0.99)
C (-4.31, 3.08, 2.51)
C (-3.01, 2.73, 2.73)
C (-2.07, 2.66, 1.68)
N (-0.76, 2.40, 1.89)
C (-0.12, 2.87, 2.96)
C (-0.51, 4.08, 3.60)
C (0.19, 4.61, 4.66)
C (1.36, 4.02, 5.12)
C (2.14, 4.56, 6.28)
C (1.79, 2.88, 4.47)
C (1.08, 2.27, 3.44)
P (1.69, 0.74, 2.66)
C (3.48, 1.27, 2.31)
C (4.59, 0.86, 3.27)
C (3.81, 0.74, 0.92)
C (1.83, -0.49, 4.11)
C (2.15, -0.03, 5.53)
C (0.48, -1.20, 4.13)
H (-3.40, 1.09, -3.74)
H (-3.96, 1.36, -2.08)
H (-2.52, 0.39, -2.37)
H (-1.34, 2.33, -3.27)
H (-3.28, 3.49, -4.20)
H (-2.28, 4.59, -3.26)
H (-3.81, 4.00, -2.60)
H (-0.35, 4.42, -2.15)
H (-1.67, 5.34, 0.45)
H (-2.43, 5.42, -1.14)
H (-0.99, 6.39, -0.80)
H (0.54, 4.21, 0.75)
H (1.27, 5.25, -0.48)
H (1.37, 3.48, -0.62)
H (-4.26, 3.33, -0.84)
H (-6.30, 4.30, 0.05)
H (-6.53, 4.43, 1.79)
H (-6.87, 2.91, 0.96)
H (-5.00, 3.15, 3.35)
H (-2.68, 2.49, 3.74)
H (-1.38, 4.59, 3.23)
H (-0.17, 5.52, 5.12)
H (1.58, 5.32, 6.81)
H (3.08, 5.01, 5.94)
H (2.40, 3.77, 6.98)
H (2.73, 2.45, 4.78)
H (3.44, 2.37, 2.27)
H (4.60, -0.22, 3.42)
H (4.51, 1.35, 4.24)
H (5.56, 1.14, 2.84)
H (3.93, -0.34, 0.96)
H (4.72, 1.18, 0.53)
H (3.00, 0.96, 0.23)
H (2.60, -1.21, 3.79)
H (1.45, 0.74, 5.85)
H (3.16, 0.35, 5.63)
H (2.04, -0.88, 6.21)
H (-0.29, -0.50, 4.45)
H (0.48, -2.05, 4.83)
H (0.23, -1.56, 3.14)
C (5.43, -3.13, -3.16)
C (4.51, -2.38, -2.19)
C (4.78, -2.81, -0.75)
C (4.64, -0.88, -2.33)
C (5.85, -0.29, -2.01)
C (6.00, 1.08, -2.02)
C (4.93, 1.87, -2.40)
C (3.71, 1.32, -2.78)
C (2.69, 2.31, -3.32)
C (1.34, 1.75, -3.77)
C (3.31, 3.06, -4.51)
C (3.52, -0.08, -2.69)
N (2.28, -0.61, -2.76)
C (1.80, -1.47, -3.63)
C (2.40, -1.83, -4.87)
C (1.79, -2.68, -5.76)
C (0.55, -3.24, -5.51)
C (-0.09, -2.90, -4.31)
C (0.51, -2.05, -3.43)
F (-0.17, -1.72, -2.28)
H (5.26, -4.20, -3.07)
H (6.49, -2.94, -2.94)
H (5.23, -2.83, -4.18)
H (3.49, -2.66, -2.43)
H (5.78, -2.54, -0.43)
H (4.67, -3.89, -0.65)
H (4.06, -2.33, -0.09)
H (6.69, -0.92, -1.75)
H (6.94, 1.54, -1.73)
H (5.05, 2.94, -2.41)
H (2.48, 3.05, -2.53)
H (1.45, 1.05, -4.59)
H (0.72, 2.58, -4.13)
H (0.83, 1.26, -2.95)
H (3.67, 2.35, -5.25)
H (4.16, 3.67, -4.20)
H (2.58, 3.71, -4.99)
H (3.37, -1.40, -5.10)
H (2.30, -2.92, -6.69)
H (0.08, -3.91, -6.21)
H (-1.07, -3.31, -4.07)
O (-3.16, -0.03, 0.09)
S (-4.02, -1.07, 0.63)
C (-5.32, -0.20, 1.64)
C (-6.67, -0.35, 0.97)
C (-6.39, -0.34, -0.53)
C (-5.29, -1.36, -0.73)
H (-4.98, 0.83, 1.68)
H (-5.28, -0.63, 2.64)
H (-7.35, 0.45, 1.26)
H (-7.12, -1.31, 1.24)
H (-6.02, 0.65, -0.81)
H (-7.29, -0.55, -1.12)
H (-4.78, -1.28, -1.68)
H (-5.66, -2.37, -0.58)
C (0.71, -5.29, 3.68)
C (-0.45, -6.00, 2.98)
C (-1.59, -5.02, 2.63)
C (-2.72, -5.78, 1.91)
C (-3.81, -4.86, 1.37)
C (-2.16, -4.46, 3.92)
O (-2.45, -5.16, 4.87)
N (-2.37, -3.13, 3.92)
C (-2.28, -2.28, 2.77)
O (-2.89, -1.22, 2.85)
N (-1.58, -2.69, 1.74)
C (-1.06, -3.92, 1.67)
O (-0.23, -4.23, 0.83)
H (1.51, -6.00, 3.88)
H (0.38, -4.86, 4.62)
H (1.10, -4.50, 3.04)
H (-0.85, -6.78, 3.64)
H (-0.09, -6.46, 2.06)
H (-3.16, -6.48, 2.64)
H (-2.29, -6.36, 1.09)
H (-4.20, -4.22, 2.15)
H (-4.62, -5.45, 0.95)
H (-3.40, -4.22, 0.59)
H (-2.77, -2.70, 4.74)

=====

[3]
A single C16H17N3S2 molecule, computed with ωB97M-V/def2-TZVPD.

Summary:
- LUMO level (eV) = 0.55
- total charge = 0
- 2S+1 = 1
- SMILES string = Cc1cccc(-n2c(-c3csc(C(C)C)c3)n[nH]c2=S)c1
- frontier orbital gap (eV) = 8.327

CARTESIAN COORDINATES (ANGSTROEM)
C (-0.90, -3.91, 1.32)
C (-1.69, -2.66, 1.54)
C (-1.07, -1.42, 1.60)
C (-1.82, -0.27, 1.81)
C (-3.19, -0.34, 1.99)
C (-3.81, -1.58, 1.94)
C (-3.07, -2.72, 1.72)
H (-3.57, -3.68, 1.68)
H (-4.88, -1.64, 2.09)
H (-3.75, 0.56, 2.17)
N (-1.16, 0.98, 1.86)
C (-0.25, 1.50, 0.97)
N (0.25, 2.61, 1.42)
N (-0.33, 2.82, 2.62)
C (-1.22, 1.84, 2.94)
S (-2.12, 1.74, 4.30)
H (-0.12, 3.64, 3.17)
C (0.09, 0.95, -0.32)
C (-0.68, 0.11, -1.06)
S (0.05, -0.28, -2.56)
C (1.44, 0.71, -2.20)
C (1.30, 1.29, -0.98)
H (2.02, 1.96, -0.54)
C (2.56, 0.82, -3.18)
C (3.87, 0.34, -2.55)
H (4.13, 0.96, -1.70)
H (4.67, 0.39, -3.28)
H (3.77, -0.69, -2.20)
C (2.69, 2.27, -3.66)
H (3.49, 2.34, -4.40)
H (1.76, 2.60, -4.12)
H (2.92, 2.93, -2.83)
H (2.33, 0.18, -4.04)
H (-1.65, -0.29, -0.83)
H (0.00, -1.35, 1.48)
H (0.07, -3.68, 0.88)
H (-1.43, -4.60, 0.67)
H (-0.73, -4.41, 2.27)

=====

[4]
3 unconnected molecules or ions with the total composition C21H28ClF9NO11P2 in a non-equilibrium geometry, computed with ωB97M-V/def2-TZVPD.

Summary:
- LUMO level (eV) = -5.10
- total charge = +1
- 2S+1 = 1
- frontier orbital gap (eV) = 6.544

CARTESIAN COORDINATES (ANGSTROEM)
C (5.93, -0.09, -3.39)
O (4.63, -0.60, -3.60)
C (3.69, 0.33, -4.09)
C (2.30, -0.20, -3.77)
C (1.89, -1.33, -4.72)
C (0.79, -2.29, -4.20)
C (-0.24, -1.59, -3.35)
C (-0.24, -1.76, -1.96)
P (0.93, -2.88, -1.11)
O (2.32, -2.74, -1.53)
O (0.59, -2.51, 0.40)
O (0.34, -4.34, -1.36)
C (-1.14, -1.08, -1.17)
C (-2.03, -0.18, -1.72)
C (-2.93, 0.52, -0.73)
C (-2.08, 0.98, 0.45)
O (-1.99, 0.35, 1.47)
O (-1.40, 2.13, 0.30)
N (-2.06, -0.03, -3.07)
P (-3.24, 1.14, -3.93)
O (-4.49, 0.79, -2.99)
Cl (-2.50, 2.85, -3.08)
C (-1.19, -0.76, -3.86)
C (-1.37, -0.55, -5.37)
F (-1.14, 0.75, -5.68)
F (-0.57, -1.30, -6.10)
F (-2.64, -0.86, -5.72)
H (6.16, -0.09, -2.32)
H (6.04, 0.93, -3.77)
H (6.66, -0.72, -3.89)
H (3.82, 1.30, -3.59)
H (3.81, 0.48, -5.17)
H (1.61, 0.64, -3.87)
H (2.32, -0.53, -2.73)
H (2.78, -1.94, -4.92)
H (1.59, -0.89, -5.66)
H (1.28, -3.06, -3.61)
H (0.32, -2.79, -5.04)
H (1.07, -3.09, 1.01)
H (-0.45, -4.54, -0.84)
H (-1.13, -1.22, -0.10)
H (-3.63, -0.22, -0.33)
H (-3.47, 1.37, -1.12)
H (-1.75, 2.65, -0.43)
H (-5.27, 0.60, -3.54)
C (-3.10, 3.25, 3.34)
C (-4.50, 2.70, 3.49)
O (-4.58, 1.73, 4.55)
C (-4.67, 2.23, 5.78)
O (-4.71, 3.38, 6.09)
C (-4.77, 1.07, 6.80)
F (-3.86, 0.13, 6.54)
F (-5.99, 0.52, 6.72)
F (-4.58, 1.52, 8.03)
H (-2.38, 2.44, 3.19)
H (-3.05, 3.92, 2.48)
H (-2.80, 3.81, 4.23)
H (-4.81, 2.16, 2.60)
H (-5.23, 3.49, 3.67)
C (1.38, -0.24, 3.10)
C (2.00, 0.21, 4.40)
O (3.14, -0.61, 4.73)
C (4.27, -0.32, 4.10)
O (4.44, 0.55, 3.29)
C (5.40, -1.26, 4.58)
F (4.98, -2.52, 4.62)
F (5.78, -0.90, 5.81)
F (6.44, -1.18, 3.77)
H (1.11, -1.30, 3.15)
H (0.47, 0.33, 2.90)
H (2.07, -0.11, 2.27)
H (1.32, 0.09, 5.23)
H (2.31, 1.25, 4.36)

=====

[5]
A molecular structure, C13H25FeIP2 in a non-equilibrium geometry, computed with ωB97M-V/def2-TZVPD.

Summary:
- LUMO level (spin up / spin down) (eV) = 0.54 / 0.51
- energy relative to the best compared isomer or geometry (same formula, charge and spin) (eV) = 2.855
- total charge = 0
- 2S+1 = 5
- frontier orbital gap (spin up / spin down) (eV) = 6.694 / 7.694
- expectation value of S² = 6.023

CARTESIAN COORDINATES (ANGSTROEM)
C (-2.01, 0.10, -3.17)
C (-2.88, -1.03, -2.39)
H (-2.21, 1.15, -2.92)
H (-2.41, -0.05, -4.19)
H (-0.93, -0.04, -3.51)
H (-3.62, -0.59, -1.71)
H (-3.43, -1.46, -3.24)
H (-2.47, -2.01, -2.01)
Fe (-1.08, -0.67, -1.57)
C (-1.97, -1.09, 0.37)
H (-3.00, -0.71, 0.27)
H (-1.57, -0.75, 1.34)
H (-2.01, -2.19, 0.36)
I (1.15, -0.92, -2.71)
C (0.01, 2.55, -1.50)
P (-0.48, 1.23, -0.33)
C (-1.72, 2.06, 0.72)
C (1.00, 1.13, 0.79)
C (1.54, 2.31, 1.32)
C (2.67, 2.27, 2.14)
C (3.26, 1.05, 2.46)
C (2.72, -0.14, 1.96)
C (1.59, -0.11, 1.14)
P (0.84, -1.71, 0.56)
C (2.29, -2.70, 0.06)
C (0.36, -2.50, 2.14)
H (-0.85, 2.79, -2.14)
H (0.84, 2.19, -2.12)
H (0.31, 3.44, -0.93)
H (-2.16, 1.33, 1.40)
H (-1.23, 2.86, 1.29)
H (-2.50, 2.48, 0.07)
H (1.08, 3.28, 1.08)
H (3.08, 3.20, 2.54)
H (4.15, 1.01, 3.10)
H (3.19, -1.10, 2.21)
H (2.92, -2.93, 0.92)
H (1.91, -3.64, -0.38)
H (2.85, -2.16, -0.71)
H (1.24, -2.91, 2.63)
H (-0.14, -1.76, 2.79)
H (-0.35, -3.30, 1.90)

=====

[6]
2 unconnected molecules or ions with the total composition C31H46F3O4 in a non-equilibrium geometry, computed with ωB97M-V/def2-TZVPD.

Summary:
- LUMO level (eV) = 0.30
- total charge = -1
- 2S+1 = 1
- frontier orbital gap (eV) = 3.803

CARTESIAN COORDINATES (ANGSTROEM)
C (4.26, -1.15, 1.17)
C (3.01, -0.35, 0.91)
O (2.08, -0.60, 1.98)
C (0.90, 0.08, 1.90)
C (0.21, -0.02, 3.17)
C (-1.09, 0.54, 3.37)
O (-1.85, 0.02, 4.23)
C (-1.60, 1.75, 2.62)
C (-2.45, 1.43, 1.39)
C (-3.65, 0.48, 1.62)
C (-3.51, -0.93, 1.01)
C (-3.52, -2.09, 2.01)
C (-2.52, -3.21, 1.68)
C (-1.07, -2.85, 1.98)
C (-0.73, -2.91, 3.47)
C (0.69, -2.45, 3.81)
C (0.82, -0.96, 4.16)
O (0.53, 0.61, 0.86)
H (5.01, -0.89, 0.43)
H (4.66, -0.92, 2.17)
H (4.04, -2.22, 1.08)
H (3.26, 0.71, 0.90)
H (2.54, -0.61, -0.05)
H (-2.23, 2.33, 3.31)
H (-0.74, 2.36, 2.31)
H (-2.85, 2.38, 1.02)
H (-1.77, 1.03, 0.62)
H (-3.85, 0.41, 2.70)
H (-4.53, 0.95, 1.15)
H (-4.39, -1.07, 0.35)
H (-2.63, -0.98, 0.35)
H (-3.31, -1.71, 3.02)
H (-4.53, -2.52, 2.04)
H (-2.80, -4.10, 2.27)
H (-2.61, -3.48, 0.62)
H (-0.41, -3.56, 1.45)
H (-0.82, -1.86, 1.57)
H (-1.46, -2.33, 4.05)
H (-0.83, -3.96, 3.78)
H (1.05, -3.02, 4.68)
H (1.36, -2.67, 2.97)
H (1.89, -0.71, 4.26)
H (0.33, -0.80, 5.13)
C (-3.06, 5.42, -3.41)
C (-1.58, 5.56, -3.79)
C (-1.25, 4.52, -4.86)
C (-1.37, 6.94, -4.43)
C (-0.73, 5.39, -2.50)
C (-0.06, 4.24, -2.17)
C (0.78, 4.11, -1.01)
C (1.52, 2.96, -0.66)
C (2.92, 3.04, -0.32)
F (3.67, 2.04, -0.93)
F (3.50, 4.23, -0.70)
F (3.19, 2.92, 1.05)
C (0.90, 5.27, -0.17)
C (0.14, 6.39, -0.31)
C (0.11, 7.46, 0.79)
C (0.32, 8.86, 0.20)
C (1.21, 7.22, 1.83)
C (-1.25, 7.39, 1.51)
C (-0.76, 6.48, -1.48)
O (-1.56, 7.44, -1.59)
H (-3.32, 6.21, -2.70)
H (-3.69, 5.50, -4.30)
H (-3.22, 4.45, -2.93)
H (-0.21, 4.59, -5.18)
H (-1.46, 3.50, -4.52)
H (-1.88, 4.71, -5.73)
H (-0.33, 7.07, -4.74)
H (-2.02, 7.03, -5.32)
H (-1.63, 7.73, -3.73)
H (-0.09, 3.35, -2.82)
H (1.09, 1.98, -0.70)
H (1.63, 5.18, 0.64)
H (-0.46, 9.08, -0.52)
H (0.30, 9.60, 1.01)
H (1.29, 8.90, -0.30)
H (1.06, 6.27, 2.36)
H (2.19, 7.23, 1.36)
H (1.18, 8.02, 2.58)
H (-1.40, 6.38, 1.90)
H (-1.28, 8.10, 2.34)
H (-2.05, 7.62, 0.80)

=====

[7]
2 unconnected molecules or ions with the total composition C6H15NO in a non-equilibrium geometry, computed with ωB97M-V/def2-TZVPD.

Summary:
- LUMO level (eV) = 0.83
- energy relative to the best compared isomer or geometry (same formula, charge and spin) (eV) = 3.101
- total charge = 0
- 2S+1 = 1
- SMILES string = C[C@@H]1CCCN1C.O
- frontier orbital gap (eV) = 9.325

CARTESIAN COORDINATES (ANGSTROEM)
C (0.54, -1.86, 1.69)
N (0.13, -1.63, 0.32)
C (1.17, -1.75, -0.66)
C (1.54, -0.19, -1.09)
C (0.22, 0.46, -0.97)
C (-0.44, -0.25, 0.36)
C (-1.89, -0.26, 0.31)
H (1.26, -1.32, 2.36)
H (-0.28, -2.28, 2.27)
H (1.22, -2.78, 1.69)
H (0.77, -2.32, -1.61)
H (2.08, -2.35, -0.24)
H (2.37, 0.13, -0.37)
H (1.89, -0.16, -2.18)
H (-0.41, 0.31, -1.82)
H (0.41, 1.49, -0.85)
H (-0.09, 0.31, 1.19)
H (-2.20, -1.31, 0.29)
H (-2.37, 0.34, 1.17)
H (-2.36, 0.34, -0.44)
H (-0.56, 5.45, -0.20)
H (-1.95, 4.80, -0.48)
O (-1.04, 4.83, -0.74)

=====

[8]
A single C12H19NO2 molecule in a non-equilibrium geometry, computed with ωB97M-V/def2-TZVPD.

Summary:
- LUMO level (eV) = 0.74
- energy relative to the best compared isomer or geometry (same formula, charge and spin) (eV) = 1.848
- total charge = 0
- 2S+1 = 1
- SMILES string = CN(C)C(=O)[C@@]12CC[C@@H](CC1=O)C2(C)C
- frontier orbital gap (eV) = 9.779

CARTESIAN COORDINATES (ANGSTROEM)
O (-1.80, 1.34, 0.03)
O (1.46, 1.98, -1.25)
C (-1.12, 0.65, -0.69)
C (1.41, 1.13, -0.38)
N (-1.61, 0.08, -1.86)
C (-1.20, 0.43, -3.23)
C (-3.11, -0.31, -1.71)
C (0.08, 1.33, 2.29)
C (-0.48, -1.07, 2.09)
C (2.46, 0.95, 0.67)
C (0.93, -1.22, -0.57)
C (1.91, -1.42, 0.57)
C (0.27, 0.09, -0.08)
C (1.82, -0.26, 1.43)
C (0.32, 0.03, 1.45)
H (-0.06, 0.50, -3.24)
H (-1.59, 1.32, -3.61)
H (-1.53, -0.36, -3.87)
H (-3.68, 0.54, -1.99)
H (-3.34, -1.07, -2.53)
H (-3.24, -0.85, -0.78)
H (-1.09, 1.35, 2.40)
H (0.41, 2.34, 1.92)
H (0.53, 1.30, 3.31)
H (-1.44, -0.63, 2.41)
H (-0.81, -1.83, 1.36)
H (0.02, -1.49, 2.96)
H (3.42, 0.69, 0.16)
H (2.58, 1.83, 1.27)
H (0.24, -2.11, -0.71)
H (1.37, -0.94, -1.52)
H (2.97, -1.44, 0.14)
H (1.55, -2.36, 1.17)
H (2.32, -0.51, 2.38)

=====

Number 8 is which compound?
C12H19NO2

=====

Which formula does entry 3 have?
C16H17N3S2